A gas-phase ion, C8H14 (charge +1), computed with the ωB97M-V functional and the def2-TZVPD basis.

Calculated values
**Total charge**: +1
**Spin multiplicity**: 2
**HOMO energy (alpha / beta)**: -0.5292 / -0.5300 hartree
**F_max**: 2.6 eV/Å
**Frontier orbital gap (alpha / beta)**: 9.688 / 6.402 eV

Last column: natural (NBO) charge in e.
Element x y z (Å)
1 C -2.884 -1.989 -1.811  -0.60
2 C -1.640 -2.143 -0.890  -0.39
3 C -1.448 -0.963 0.053  -0.39
4 C -0.740 0.267 -0.546  -0.51
5 C 3.139 2.102 1.969  -0.13
6 C 2.659 1.392 0.934  -0.20
7 C 1.258 1.550 0.580  -0.11
8 C 0.589 0.441 0.115  0.14
9 H -2.766 -1.110 -2.436  0.20
10 H -3.727 -1.977 -1.116  0.21
11 H -3.000 -2.882 -2.418  0.23
12 H -0.767 -2.078 -1.556  0.19
13 H -1.736 -3.051 -0.304  0.22
14 H -2.424 -0.734 0.496  0.23
15 H -0.881 -1.245 0.952  0.21
16 H -1.348 1.166 -0.404  0.25
17 H -0.605 0.247 -1.634  0.28
18 H 2.714 2.925 2.530  0.23
19 H 4.124 1.873 2.374  0.23
20 H 3.214 0.695 0.324  0.25
21 H 0.725 2.495 0.607  0.25
22 H 1.076 -0.530 0.178  0.21

***

A single C3H7N3S2 molecule, computed with the ωB97M-V functional and the def2-TZVPD basis.

Calculated values
**Total charge**: 0
**Spin multiplicity**: 1
**HOMO energy**: -0.3186 hartree
**F_max**: 8.9 eV/Å
**Frontier orbital gap**: 9.225 eV

Last column: natural (NBO) charge in e.
Element x y z (Å)
1 C 2.986 0.983 0.243  -0.73
2 C 1.233 -1.111 -0.120  -0.03
3 C -2.200 -0.083 -0.032  0.29
4 H 2.285 1.291 -0.535  0.23
5 H 4.098 1.305 0.053  0.24
6 H 2.585 1.256 1.242  0.24
7 H 1.020 -2.182 -0.278  0.17
8 H -3.921 0.274 -0.300  0.37
9 H -3.780 -1.307 -0.510  0.36
10 H -1.028 1.491 -0.174  0.36
11 N 0.272 -0.359 0.202  -0.62
12 N -3.491 -0.443 0.037  -0.79
13 N -2.124 1.167 -0.024  -0.71
14 S 3.034 -0.845 -0.084  0.23
15 S -0.967 -1.438 0.279  0.40

***

A gas-phase ion, C5H7N6S (charge +1), computed with the ωB97M-V functional and the def2-TZVPD basis.

Calculated values
**SMILES**: NC(N)=NN=[N+]=C=C1NC=CS1
**Total charge**: +1
**Spin multiplicity**: 1
**HOMO energy**: -0.4236 hartree
**F_max**: 4.8 eV/Å
**Frontier orbital gap**: 6.666 eV

Last column: natural (NBO) charge in e.
Element x y z (Å)
1 N -0.918 0.636 1.605  -0.85
2 C -0.101 1.669 1.106  0.53
3 N -0.738 2.569 0.224  -0.78
4 N 1.001 2.102 1.847  -0.24
5 N 2.091 1.455 1.816  0.11
6 N 1.945 0.331 1.217  -0.23
7 C 0.974 -0.094 0.581  0.19
8 C 0.741 -1.033 -0.370  0.02
9 N -0.442 -1.706 -0.579  -0.49
10 C -0.510 -2.406 -1.757  -0.05
11 C 0.629 -2.284 -2.445  -0.41
12 S 1.876 -1.312 -1.701  0.54
13 H -1.955 0.770 1.589  0.41
14 H -0.795 0.580 2.622  0.42
15 H -0.502 3.582 0.109  0.45
16 H -1.626 2.342 -0.089  0.39
17 H -1.266 -1.419 -0.159  0.43
18 H -1.200 -3.106 -2.117  0.26
19 H 0.798 -2.677 -3.498  0.28